(1)
This record from the OMol25 dataset describes a 2-piece molecular cluster, C5H8O2 overall. The level of theory is ωB97M-V/def2-TZVPD.

Geometry as ORCA input:
```
! RIJCOSX wB97M-V def2-TZVPD def2/J DEFGRID3
* xyz 0 1
C 1.091 -0.701 -0.637
C 0.650 0.410 -1.224
O -0.612 0.922 -1.092
C -1.489 0.123 -0.349
C -1.355 0.073 1.148
C -0.995 -1.124 0.312
O 0.349 -1.501 0.189
H 2.104 -1.061 -0.763
H 1.281 1.020 -1.858
H -2.478 0.118 -0.798
H -0.515 0.626 1.563
H -2.248 0.047 1.767
H -1.638 -1.999 0.325
H 3.188 1.748 0.851
H 2.667 1.299 0.566
*
```

Summary:
* E: -345.67761 hartree

Mulliken atomic charge list, values in e, 4 entries:
1 C -0.234
2 C -0.208
3 O -0.372
4 C -0.044

(2)
This record from the OMol25 dataset describes one molecule with the formula C5H8O2 at a distorted geometry. The level of theory is ωB97M-V/def2-TZVPD.

Geometry as ORCA input:
```
! RIJCOSX wB97M-V def2-TZVPD def2/J DEFGRID3
* xyz 0 1
O -0.254 1.975 -0.032
C 0.918 1.266 0.156
C 0.725 -0.252 -0.122
C -0.380 -0.398 -1.142
C -1.505 -0.666 -0.445
O -1.348 -0.924 0.849
C 0.081 -0.949 1.072
H -0.641 1.337 -0.849
H 1.255 1.395 1.182
H 1.696 1.678 -0.491
H 1.672 -0.719 -0.410
H -0.275 -0.622 -2.191
H -2.535 -0.684 -0.773
H 0.355 -2.000 1.179
H 0.238 -0.437 2.016
*
```

Summary:
* E: -345.72671 hartree

Mulliken atomic charge list, values in e, 4 entries:
1 O -0.562
2 C -0.766
3 C 0.500
4 C -1.128

(3)
This record from the OMol25 dataset describes one molecule with the formula C5H8O2. The level of theory is ωB97M-V/def2-TZVPD.

Geometry as ORCA input:
```
! RIJCOSX wB97M-V def2-TZVPD def2/J DEFGRID3
* xyz 0 1
O -2.383 -0.763 -0.942
C -1.962 0.287 -0.517
C -0.513 0.675 -0.419
C 0.564 -0.278 -0.972
C 1.300 -0.232 0.388
O 1.693 -1.442 0.977
C 0.100 0.526 1.010
H -2.660 1.068 -0.140
H -0.442 1.692 -0.817
H 0.174 -1.271 -1.219
H 1.129 0.104 -1.826
H 2.205 0.380 0.358
H 0.957 -2.063 0.904
H -0.487 -0.131 1.662
H 0.326 1.448 1.554
*
```

Summary:
* E: -345.75487 hartree

Mulliken atomic charge list, values in e, 4 entries:
1 O -0.478
2 C -0.265
3 C 0.458
4 C -0.924

(4)
This record from the OMol25 dataset describes one molecule with the formula C5H8O2 at a distorted geometry. The level of theory is ωB97M-V/def2-TZVPD.

Geometry as ORCA input:
```
! RIJCOSX wB97M-V def2-TZVPD def2/J DEFGRID3
* xyz 0 1
C -1.903 -1.544 -0.953
C -0.929 -0.686 -0.665
C -0.368 -0.407 0.698
C 1.101 -0.018 0.737
C 1.496 1.247 0.006
O 2.357 1.285 -0.828
O 0.727 2.316 0.308
H -2.209 -2.230 -0.170
H -2.325 -1.559 -1.949
H -0.616 -0.014 -1.463
H -0.640 -1.141 1.450
H -0.937 0.488 0.950
H 1.751 -0.787 0.311
H 1.399 0.012 1.792
H 1.096 3.038 -0.223
*
```

Summary:
* E: -345.78758 hartree

Mulliken atomic charge list, values in e, 4 entries:
1 C -0.761
2 C -0.066
3 C -0.519
4 C -0.533